{
  "formula": "C4H13O4",
  "method": "wB97M-V/def2-TZVPD",
  "species": ["C", "C", "C", "O", "C", "O", "H", "H", "H", "H", "H", "H", "H", "H", "H", "H", "H", "O", "H", "H", "O"],
  "positions_angstrom": [[-0.6187, 1.1675, -1.2483], [-1.7358, 0.2063, -1.6659], [-1.5146, -1.2148, -1.0844], [-0.2490, -1.7637, -1.3537], [-0.5287, 1.3734, 0.2820], [0.7074, 0.9454, 0.7517], [0.3002, 0.6078, -1.4131], [-0.5962, 2.1135, -1.7891], [-1.5888, 0.0614, -2.7376], [-2.7357, 0.5768, -1.4551], [-1.7435, -1.3490, -0.0489], [-2.2773, -1.7584, -1.6238], [-1.4024, 0.8574, 0.7550], [-0.6053, 2.4023, 0.6642], [0.9869, -0.1009, 0.7056], [0.3545, -1.5442, -0.5910], [1.9320, -1.8908, 0.5308], [1.1387, -1.3838, 0.7824], [2.0439, -0.0822, 2.5153], [1.7293, 1.3975, 2.2788], [2.1704, 0.7744, 2.9195]],
  "forces_ev_per_a": [[-0.184, -0.263, 1.058], [1.491, 0.007, 0.115], [-0.059, 0.239, -0.976], [-0.598, 0.238, -0.873], [-0.142, -0.205, 0.411], [0.225, 0.919, 0.268], [0.164, 0.316, -0.567], [-0.087, -0.039, -0.200], [-0.476, 0.073, -0.246], [-0.222, -0.003, 0.027], [-0.164, 0.409, 0.982], [-0.195, -0.876, -0.175], [0.473, -0.063, -0.076], [-0.284, 0.182, -0.658], [-0.442, 0.172, -0.120], [0.030, -0.234, 0.544], [-0.441, 0.584, 0.210], [0.752, -1.194, -0.040], [-0.328, -0.395, -0.423], [0.311, -1.307, 0.524], [0.175, 1.440, 0.214]],
  "mulliken_charge": [-0.65, -0.57, -0.62, -0.62, -0.51, -0.76, 0.31, 0.32, 0.34, 0.34, 0.35, 0.36, 0.23, 0.31, 0.52, 0.43, 0.18, -0.99, 0.31, 0.39, -0.69],
  "max_force_ha_per_bohr": 0.0291,
  "de_lowest_kcal_mol": 17.56,
  "gap_ha": 0.32696,
  "total_charge": -1,
  "e_homo_ev": -5.0
}